Entry 1:
Here is a molecular structure, C24H25IrN2O4S3 from OMol25. Energies are from ωB97M-V/def2-TZVPD.

Last column: Mulliken charge in e.
Cartesian coordinates (Å):
Ir 0.36 -0.26 -0.77  1.44
O 0.52 0.25 3.68  -0.52
C -0.27 -0.73 3.98  0.63
C -0.54 -0.92 5.37  -0.68
C -1.36 -1.93 5.77  -0.49
C -1.94 -2.77 4.80  -0.63
C -1.69 -2.60 3.42  -0.35
C -0.86 -1.60 2.98  0.22
C -0.60 -1.43 1.54  0.60
O 0.14 -0.36 1.17  -0.73
N -1.05 -2.27 0.69  -0.60
N -0.73 -1.90 -0.60  0.41
C -1.13 -2.63 -1.60  0.30
S -0.83 -1.99 -3.18  0.00
C -1.07 -3.60 -4.02  -0.63
C -2.20 -4.29 -3.27  -0.61
S -1.90 -4.15 -1.48  0.05
H 0.63 0.32 2.70  0.37
H -0.06 -0.24 6.07  0.54
H -1.57 -2.08 6.82  0.47
H -2.60 -3.57 5.12  0.47
H -2.15 -3.26 2.71  0.58
H -0.14 -4.16 -3.99  0.33
H -1.34 -3.39 -5.05  0.42
H -2.22 -5.36 -3.51  0.43
H -3.17 -3.85 -3.50  0.36
C 3.81 -2.94 0.11  -1.42
C 2.52 -2.25 0.44  0.07
O 2.07 -1.46 -0.73  -0.38
H 4.13 -3.54 0.96  0.40
H 4.60 -2.22 -0.11  0.36
H 3.70 -3.62 -0.74  0.43
H 2.63 -1.52 1.24  0.17
H 1.72 -2.96 0.68  0.27
H 2.25 -1.96 -1.53  0.31
O -1.24 0.95 -1.01  -0.64
S -1.01 2.27 -0.16  0.35
C -1.59 3.58 -1.14  0.86
C -1.42 3.64 -2.53  -0.26
C -1.90 4.74 -3.20  -0.76
C -2.54 5.77 -2.50  -0.45
C -2.71 5.70 -1.13  -0.74
C -2.25 4.59 -0.43  -0.34
C 0.78 2.30 -0.27  0.75
C 1.51 2.72 0.83  -0.68
C 2.90 2.67 0.77  -0.65
C 3.55 2.16 -0.36  -0.65
C 2.82 1.74 -1.45  -0.52
C 1.41 1.80 -1.43  -0.40
H -0.95 2.83 -3.06  0.32
H -1.80 4.80 -4.28  0.43
H -2.91 6.63 -3.04  0.44
H -3.22 6.49 -0.60  0.43
H -2.40 4.51 0.64  0.42
H 1.01 3.12 1.70  0.57
H 3.48 3.02 1.61  0.47
H 4.63 2.12 -0.38  0.51
H 3.32 1.40 -2.35  0.54
H 0.86 1.70 -2.36  0.40

The value obtained for the LUMO energy (alpha / beta) is -10.0 / -11.7 eV. The expectation value of S² is 0.774. Its multiplicity is 2. The calculation puts the highest occupied orbital energy (alpha / beta) at -17.042 / -17.042 eV. Its energy above the lowest of the compared OMol25 structures with the same formula, charge and spin is 0.000 eV. As for the net charge: +3. The HOMO-LUMO gap (alpha / beta) is 7.00 / 5.38 eV.

---

Entry 2:
Here is a molecular structure, C24H25LuN4O in a non-equilibrium geometry from OMol25. Energies are from ωB97M-V/def2-TZVPD.

Last column: Mulliken charge in e.
Cartesian coordinates (Å):
C 2.21 0.21 2.72  -0.65
C 2.46 -0.53 1.54  -0.76
C 2.03 0.24 0.42  0.19
H 2.97 -1.49 1.49  0.47
C 1.53 1.49 0.91  -0.61
C 1.68 1.49 2.34  -0.92
H 1.22 2.33 0.30  0.72
C -1.07 -2.45 2.76  -0.96
C 0.16 -2.74 2.10  -0.81
C -0.08 -2.71 0.70  -0.48
H 1.09 -3.06 2.60  0.52
C -1.44 -2.28 0.47  -0.35
C -2.07 -2.22 1.76  -0.65
H 2.22 -0.02 -0.62  0.30
H 1.57 2.36 2.99  0.55
H 2.52 -0.08 3.72  0.50
H -3.16 -2.17 1.91  0.38
H 0.59 -3.10 -0.06  0.39
H -1.23 -2.48 3.85  0.51
Lu -0.18 0.16 1.71  1.10
C -1.92 -1.50 -0.77  3.30
C -3.42 -1.34 -0.90  -1.84
C -1.23 -2.05 -1.99  -1.77
H -3.93 -2.32 -0.94  0.42
H -3.62 -0.79 -1.84  0.37
H -3.85 -0.76 -0.07  0.40
H -1.49 -3.12 -2.10  0.42
H -0.13 -1.98 -1.90  0.23
H -1.52 -1.49 -2.87  0.38
C -1.37 -0.12 -0.32  0.04
C -1.34 1.39 -0.72  0.01
H -0.22 -0.36 -0.26  -0.74
H -2.04 -0.05 0.64  0.54
O -1.08 1.97 0.45  -0.71
N -1.51 1.93 -1.96  -0.07
C -0.42 2.72 -2.64  -1.08
H -2.45 2.15 -2.26  0.31
C 0.83 1.87 -2.87  0.60
C 2.09 2.46 -2.73  -0.34
H 2.14 3.50 -2.37  0.36
C 3.26 1.78 -3.09  -0.56
H 4.22 2.29 -2.98  0.37
C 3.20 0.49 -3.60  -0.50
H 4.11 -0.03 -3.89  0.40
C 1.95 -0.12 -3.74  -0.54
H 1.89 -1.13 -4.14  0.40
C 0.77 0.57 -3.38  -0.16
H -0.20 0.10 -3.58  0.38
H -0.21 3.57 -1.97  0.36
H -0.76 3.18 -3.58  0.44
N -1.03 0.58 3.58  -0.69
C -1.26 0.95 4.67  0.65
N -1.45 1.41 5.84  -0.71
C -0.79 0.84 6.85  0.43
N -0.22 0.47 7.82  -0.53

The value obtained for the LUMO energy is -1.2 eV. The calculation puts the highest occupied orbital energy at -7.583 eV. The HOMO-LUMO gap is 6.36 eV.

---

Entry 3:
Here is 2 unconnected molecules or ions with the total composition C24H25N2O in a non-equilibrium geometry from OMol25. Energies are from ωB97M-V/def2-TZVPD.

Last column: Mulliken charge in e.
Cartesian coordinates (Å):
C -1.02 3.18 -1.56  -0.81
O -1.63 2.33 -0.56  -0.41
C -0.87 1.86 0.47  0.65
C -1.54 1.08 1.45  -0.84
C -0.87 0.72 2.61  -0.29
C 0.47 1.12 2.81  0.39
N 1.10 0.87 4.03  -0.39
C 1.15 1.82 1.81  -0.66
C 0.50 2.18 0.63  -0.52
H -1.83 3.47 -2.22  0.23
H -0.57 4.06 -1.09  0.34
H -0.26 2.62 -2.12  0.34
H -2.58 0.82 1.28  0.43
H -1.38 0.12 3.36  0.35
H 2.12 0.90 4.00  0.31
H 0.71 0.10 4.57  0.34
H 2.20 2.07 1.95  0.34
H 1.04 2.73 -0.14  0.39
C -1.14 5.95 4.24  -0.88
N -0.12 5.15 4.89  0.13
C -0.10 3.79 4.82  -1.35
C 0.93 3.29 5.64  0.81
C 1.14 1.92 5.94  -0.36
C 2.31 1.43 6.66  1.18
C 3.62 1.91 6.39  -0.76
C 4.70 1.55 7.19  -0.41
C 4.53 0.70 8.30  0.95
C 5.71 0.38 9.18  -1.39
C 3.27 0.14 8.51  -0.81
C 2.19 0.45 7.69  -0.78
C 1.59 4.47 6.24  0.78
C 2.50 4.66 7.27  0.03
C 2.80 5.97 7.69  -0.92
C 2.16 7.07 7.13  -0.61
C 1.18 6.90 6.14  -0.99
C 0.90 5.60 5.73  0.09
H -0.94 7.01 4.38  0.29
H -1.17 5.72 3.16  0.33
H -2.14 5.72 4.64  0.33
H -0.88 3.27 4.27  0.65
H 0.21 1.34 6.04  0.50
H 3.76 2.64 5.58  0.37
H 5.69 1.97 6.99  0.40
H 5.45 -0.37 9.94  0.36
H 6.55 -0.01 8.60  0.35
H 6.08 1.27 9.72  0.32
H 3.13 -0.55 9.34  0.34
H 1.20 0.02 7.88  0.40
H 2.97 3.80 7.76  0.40
H 3.56 6.11 8.47  0.41
H 2.42 8.07 7.48  0.39
H 0.66 7.74 5.67  0.27

The value obtained for the LUMO energy is -4.1 eV. The calculation puts the highest occupied orbital energy at -10.503 eV. Its energy above the lowest of the compared OMol25 structures with the same formula, charge and spin is 0.735 eV. As for the net charge: +1. The HOMO-LUMO gap is 6.39 eV.

---

Entry 4:
Here is C24H25N3O2 in the gas phase in a non-equilibrium geometry from OMol25. Energies are from ωB97M-V/def2-TZVPD.

Last column: Mulliken charge in e.
Cartesian coordinates (Å):
H 1.41 -1.14 2.02  0.27
N 0.53 -0.38 2.26  -0.92
C 0.24 0.31 0.99  0.05
N 0.68 0.27 -0.10  1.22
C 1.68 -0.59 -0.54  -1.32
C 3.15 -0.18 -0.07  1.27
C 4.01 -0.97 0.33  -0.14
C 5.21 -0.72 0.72  -0.66
C 5.64 0.68 0.84  -0.61
C 4.71 1.46 0.29  -0.24
C 3.46 1.13 -0.16  -0.34
C 0.13 1.36 -0.99  -0.55
C 0.09 1.69 -2.13  0.38
C -0.80 2.62 -2.78  -1.33
C -1.81 3.29 -1.69  -0.85
C -1.80 2.93 -0.46  -1.44
C -0.99 1.89 0.11  1.68
N -0.74 1.36 1.21  0.50
C -1.49 1.36 2.26  -1.26
C -2.80 0.70 2.45  -0.23
O -3.90 1.50 1.68  -0.63
C -2.65 -0.71 2.02  -0.49
O -2.63 -0.81 0.58  -0.26
C -1.94 -1.89 0.22  0.54
C -1.14 -2.83 0.73  -0.40
C -0.29 -3.79 -0.24  -1.09
C -0.26 -3.55 -1.49  -1.23
C -0.94 -2.46 -2.11  -0.42
C -1.72 -1.69 -1.35  1.08
C -2.71 -0.67 -1.92  -2.09
H 1.62 -1.66 -0.18  0.03
H 1.61 -0.46 -1.51  0.51
H 3.60 -1.99 0.50  0.23
H 5.90 -1.39 1.26  0.32
H 6.58 0.97 1.46  0.32
H 5.05 2.64 0.12  0.13
H 2.86 2.14 -0.52  0.02
H 0.88 1.36 -2.95  0.14
H -0.69 2.76 -3.72  0.70
H -2.27 3.98 -2.24  0.60
H -2.53 3.43 -0.10  0.57
H -1.83 2.57 2.45  0.33
H -0.92 1.11 3.24  0.42
H -3.30 0.89 3.42  0.49
H -3.80 1.09 0.65  0.40
H -1.49 -1.10 2.53  0.23
H -3.32 -1.47 2.57  0.37
H -0.95 -2.99 1.79  0.37
H 0.30 -4.27 0.31  0.65
H 0.16 -4.12 -2.00  0.99
H -1.09 -2.44 -3.21  0.33
H -2.47 0.38 -1.77  0.20
H -3.61 -0.77 -1.81  0.79
H -2.63 -0.84 -2.99  0.42

The value obtained for the LUMO energy is 0.6 eV. The calculation puts the highest occupied orbital energy at -7.150 eV. Its energy above the lowest of the compared OMol25 structures with the same formula, charge and spin is 19.612 eV. The HOMO-LUMO gap is 7.73 eV.

---

Entry 5:
Here is C24H25N3O2S in the gas phase in a non-equilibrium geometry from OMol25. Energies are from ωB97M-V/def2-TZVPD.

Last column: Mulliken charge in e.
Cartesian coordinates (Å):
C 3.50 -5.41 -1.42  -1.53
C 3.36 -3.97 -1.03  0.81
C 3.18 -3.70 0.33  -0.79
C 2.95 -2.40 0.79  -0.19
C 2.85 -1.31 -0.12  -0.04
C 2.01 -0.04 0.17  0.07
C 1.61 0.08 1.60  0.49
C 1.84 1.08 2.53  -0.22
C 2.79 2.26 2.55  2.10
C 4.23 1.74 2.76  -1.49
C 2.38 3.13 3.74  -1.99
C 2.65 3.14 1.29  -1.47
N 1.03 0.83 3.58  0.19
C 0.31 -0.35 3.42  -0.69
C -0.60 -1.02 4.22  -0.96
C -1.14 -2.23 3.77  -0.66
C -0.85 -2.68 2.44  -1.23
C 0.04 -1.98 1.62  -0.28
C 0.66 -0.83 2.13  1.26
C 0.63 0.18 -0.81  0.82
C -0.11 1.39 -0.27  -0.28
O -0.73 1.50 0.80  -0.63
N -0.10 2.52 -1.15  0.01
C 0.41 2.62 -2.42  -0.08
S 0.23 4.05 -3.34  -0.30
N 0.89 1.43 -2.91  -0.02
C 0.86 0.17 -2.30  -0.16
O 1.03 -0.85 -2.98  -0.60
C 3.45 -1.55 -1.40  -0.67
C 3.63 -2.85 -1.88  -0.68
H 3.48 -5.56 -2.49  0.37
H 4.40 -5.91 -1.00  0.31
H 2.64 -5.96 -1.02  0.37
H 3.07 -4.50 1.06  0.39
H 2.77 -2.24 1.86  0.47
H 2.51 0.86 -0.22  0.44
H 4.55 1.10 1.92  0.30
H 4.95 2.56 2.82  0.43
H 4.26 1.15 3.70  0.32
H 1.34 3.42 3.63  0.45
H 2.49 2.57 4.67  0.34
H 3.01 4.05 3.80  0.40
H 1.58 3.30 1.03  0.16
H 3.06 4.13 1.52  0.52
H 3.22 2.79 0.39  0.25
H 0.92 1.43 4.40  0.29
H -0.89 -0.61 5.18  0.40
H -1.83 -2.81 4.38  0.38
H -1.26 -3.63 2.10  0.38
H 0.29 -2.33 0.61  0.36
H 0.00 -0.73 -0.58  0.38
H -0.37 3.41 -0.70  0.38
H 1.26 1.47 -3.86  0.33
H 3.71 -0.70 -2.04  0.43
H 3.91 -3.00 -2.93  0.35

The value obtained for the LUMO energy is -0.5 eV. The calculation puts the highest occupied orbital energy at -7.787 eV. Its energy above the lowest of the compared OMol25 structures with the same formula, charge and spin is 1.530 eV. The HOMO-LUMO gap is 7.30 eV.

---

Entry 6:
Here is C24H25N3O5S2 in the gas phase in a non-equilibrium geometry from OMol25. Energies are from ωB97M-V/def2-TZVPD.

Last column: Mulliken charge in e.
Cartesian coordinates (Å):
C 2.90 3.87 2.02  -0.82
O 1.53 3.59 2.16  -0.45
C 0.84 3.19 1.05  0.87
C -0.53 2.95 1.24  -0.82
C -1.32 2.53 0.19  -0.19
C -0.76 2.33 -1.07  -0.23
N -1.56 1.86 -2.12  -0.33
S -2.81 0.79 -1.84  1.32
O -3.07 0.17 -3.12  -0.79
O -3.89 1.50 -1.22  -0.58
C -2.13 -0.39 -0.67  -0.01
C -0.76 -0.57 -0.74  -0.57
C -0.07 -1.22 0.28  0.18
N 1.31 -1.38 0.27  -0.02
C 2.22 -0.88 -0.63  0.63
O 1.93 -0.24 -1.62  -0.68
C 3.61 -1.21 -0.27  -0.82
C 4.63 -0.80 -1.05  -0.11
C 6.01 -1.06 -0.81  0.45
C 7.07 -0.68 -1.59  -0.52
C 8.32 -1.09 -1.09  -0.47
C 8.20 -1.79 0.07  -0.44
S 6.57 -1.96 0.58  -0.14
C -0.80 -1.68 1.37  -1.59
C -2.17 -1.55 1.41  -0.48
C -2.89 -0.92 0.38  1.01
N -4.25 -0.81 0.39  0.22
C -5.05 -1.06 -0.79  -0.34
C -5.67 -2.46 -0.68  -0.75
O -6.44 -2.61 0.50  -0.41
C -5.65 -2.38 1.64  -0.41
C -5.04 -0.97 1.59  -1.06
C 0.59 2.59 -1.26  -0.70
C 1.38 3.02 -0.22  -0.36
H 3.24 4.17 3.01  0.24
H 3.07 4.69 1.32  0.33
H 3.46 2.99 1.69  0.31
H -0.94 3.10 2.22  0.45
H -2.37 2.34 0.33  0.69
H -1.06 1.65 -2.97  0.35
H -0.21 -0.20 -1.59  0.72
H 1.68 -1.87 1.07  0.16
H 3.80 -1.78 0.63  0.26
H 4.39 -0.24 -1.94  0.41
H 6.95 -0.11 -2.50  0.42
H 9.26 -0.89 -1.57  0.39
H 8.98 -2.22 0.67  0.43
H -0.29 -2.16 2.20  0.34
H -2.70 -1.96 2.26  0.41
H -4.45 -1.01 -1.69  0.30
H -5.84 -0.30 -0.85  0.26
H -6.36 -2.64 -1.51  0.39
H -4.87 -3.22 -0.70  0.32
H -6.32 -2.48 2.50  0.37
H -4.85 -3.13 1.71  0.31
H -4.44 -0.77 2.48  0.57
H -5.85 -0.24 1.55  0.36
H 1.03 2.43 -2.23  0.22
H 2.43 3.20 -0.40  0.39

The value obtained for the LUMO energy is -0.4 eV. The calculation puts the highest occupied orbital energy at -7.508 eV. Its energy above the lowest of the compared OMol25 structures with the same formula, charge and spin is 2.217 eV. The HOMO-LUMO gap is 7.11 eV.

---

Number 1: E -71779.7298 eV. Number 2: E -66919.3522 eV. Number 3: E -30314.6115 eV. Number 4: E -33841.1164 eV. Number 5: E -44694.9810 eV. Number 6: E -61670.6842 eV.